[1]
{"formula": "C4H6BeS6", "method": "wB97M-V/def2-TZVPD", "species": ["S", "C", "C", "C", "S", "H", "S", "H", "H", "C", "S", "S", "Be", "H", "H", "S", "H"], "coordinates": [[0.6890, -2.7977, 2.6298], [0.0465, 0.6302, -0.9597], [-0.1275, 1.5681, -2.0507], [-0.6587, 0.8541, 0.2391], [2.1993, -3.2597, -0.1622], [-0.2048, 2.6791, -1.8451], [0.9767, -0.7261, -1.1985], [-1.5725, 2.7115, -0.3921], [-1.1458, 1.9710, -2.1906], [-1.4992, 2.0147, 0.4348], [-0.4972, -0.2539, 1.5377], [2.6776, -4.7500, 1.0106], [0.8386, -1.7894, 0.6876], [-1.4520, 2.4426, 1.4813], [-2.4118, 1.8872, 0.9557], [1.7293, -4.4362, 2.7723], [0.4125, 1.2544, -2.9501]], "forces_ev_per_angstrom": [[-1.2934, 1.8415, 0.0424], [-2.8834, 1.8220, 3.6539], [-1.1093, 2.5351, -1.1047], [1.9518, -1.2251, -2.3219], [-0.2514, 1.4019, -1.5151], [3.1991, -0.0014, 0.5423], [1.2839, -1.7249, -0.3052], [-0.1387, 0.3932, 0.4816], [-1.4891, -2.5868, -1.3017], [-0.1881, 1.3410, 1.7048], [0.0856, -0.5917, 0.4822], [1.5368, -1.9405, -0.7570], [-0.1775, 0.3877, 0.0590], [2.6172, 1.2008, -0.6486], [-2.9186, -1.8187, -1.3859], [0.2078, -1.7440, 2.3467], [-0.4326, 0.7099, 0.0272]], "homo_lumo_gap_ev": 4.63, "lumo_energy_ha": 0.198, "charge": -2}


[2]
{"formula": "C4H6Br2Cl6", "method": "wB97M-V/def2-TZVPD", "species": ["Cl", "H", "Br", "C", "H", "Cl", "Cl", "C", "C", "Br", "H", "H", "Cl", "Cl", "H", "H", "Cl", "C"], "coordinates": [[20.6283, 1.1027, 9.3555], [21.5813, -0.7567, 11.5979], [17.4964, 4.4332, 15.0191], [20.1418, 4.0011, 14.1083], [20.2851, 3.2494, 14.8778], [23.4385, 0.6369, 11.5742], [23.3637, -2.2395, 11.2894], [19.2461, 0.5912, 10.3067], [22.5764, -0.8385, 12.0159], [21.8866, 4.7172, 13.6301], [19.6349, 5.5428, 15.5330], [19.7697, 3.5407, 13.2009], [22.4606, -1.0061, 13.7532], [19.5242, 0.9344, 12.0286], [19.1412, 5.9076, 13.8579], [18.3718, 1.1423, 9.9908], [18.9054, -1.1270, 10.0618], [19.2729, 5.1284, 14.5992]], "forces_ev_per_angstrom": [[-0.0060, 0.0239, -0.0984], [-0.0076, -0.1054, 0.0914], [0.0100, -0.0233, -0.0799], [0.0266, 0.0684, -0.0479], [0.0855, -0.0242, -0.0254], [0.0561, 0.0793, 0.0936], [-0.0370, -0.0920, 0.0000], [-0.0284, -0.1268, 0.1637], [0.1524, 0.1080, -0.3794], [0.0821, -0.0122, 0.0715], [0.1220, 0.0886, -0.0575], [-0.1526, 0.0056, 0.0302], [-0.0849, -0.0108, 0.2155], [-0.1297, -0.0438, -0.1420], [0.0053, 0.0215, -0.0202], [0.0051, 0.0828, 0.0097], [0.0628, 0.0852, 0.0542], [-0.1617, -0.1248, 0.1210]], "e_above_lowest_kj_mol": 0.0, "homo_lumo_gap_ev": 10.85, "lumo_energy_ha": 0.015, "smiles": "ClC(Cl)Cl.ClC(Cl)Cl.BrCCBr"}


[3]
{"formula": "C4H6Br2NO4S2Sn", "method": "wB97M-V/def2-TZVPD", "species": ["S", "S", "C", "H", "H", "H", "Br", "H", "Sn", "C", "C", "O", "O", "N", "Br", "O", "O", "H", "C", "H"], "coordinates": [[-0.2776, 1.2893, -1.2147], [-1.9333, -0.7846, -0.4155], [1.9603, -0.4204, -0.4908], [3.9960, -1.1711, -0.3776], [3.6990, 0.0310, 0.9105], [-4.1432, 0.3881, -0.2453], [1.6091, 1.8260, 1.3772], [3.0012, -1.7154, 1.0596], [1.5836, 0.4601, 3.4091], [1.1640, 0.6869, -0.2403], [-3.2750, 0.1507, 0.4329], [-1.0472, 2.1777, -0.2583], [-0.8948, -1.2586, 0.5768], [-1.2674, 0.0447, -1.7455], [1.5721, -1.5562, -2.0227], [0.1841, 2.1443, -2.3451], [-2.5945, -2.0128, -0.9723], [-3.6653, -0.5170, 1.2562], [3.2195, -0.8466, 0.3836], [-2.8906, 1.0841, 0.9223]], "forces_ev_per_angstrom": [[-4.6998, 4.6356, -1.7057], [-0.7903, -4.9486, -0.5790], [-0.1529, 1.1626, 1.2033], [-0.8630, 0.1310, 1.0610], [-0.7164, -0.9122, -0.4353], [1.2907, -0.3557, 0.3555], [-0.3297, 0.9099, -1.2179], [0.0668, 0.7526, -0.6563], [-0.4222, -0.8953, 0.3245], [1.4349, -3.1994, -1.6913], [-0.2607, 0.4822, 0.8334], [2.3863, -2.5014, -0.5385], [-0.9137, 2.3980, -0.7607], [1.8227, 1.0068, 2.7643], [0.4474, 1.1886, 1.5110], [0.2302, -3.1615, 2.2626], [1.0739, 3.5128, 0.6972], [0.6570, 0.3460, -1.0865], [-0.0664, 0.3004, -1.5503], [-0.1947, -0.8526, -0.7909]], "homo_lumo_gap_ev": 4.00, "lumo_energy_ha": -0.310, "charge": 1}


[4]
{"formula": "C4H6BrFS", "method": "wB97M-V/def2-TZVPD", "species": ["Br", "H", "H", "C", "H", "C", "F", "C", "C", "S", "H", "H", "H"], "coordinates": [[3.5026, -0.0951, -0.5171], [-1.8740, 1.4455, -1.8449], [-1.1819, -1.4555, 1.0382], [-1.2938, -0.3333, -0.7795], [-1.3631, 1.6993, -0.1639], [-0.7167, -0.7264, 0.5160], [2.2009, 0.1814, 2.1791], [-1.4770, 0.9878, -0.9863], [1.8563, -0.0958, 0.4721], [0.9524, -1.5461, 0.2819], [1.2428, 0.9403, 0.3412], [-0.5065, 0.0640, 1.1139], [-1.3419, -1.0662, -1.6508]], "forces_ev_per_angstrom": [[-0.4552, 0.1232, 0.7627], [-0.2826, 0.0967, -1.2997], [-2.0821, -2.1547, 1.6014], [0.3136, 1.1608, -1.8021], [0.1501, -0.3237, -0.0490], [1.8425, -1.5321, -2.8551], [-0.5090, -0.6906, -3.5543], [-0.1261, -1.0657, 1.3512], [-0.3425, 3.1895, 2.2099], [-0.2813, 0.6082, 0.1072], [1.7044, -2.7155, 0.1486], [0.2808, 2.3888, 1.9164], [-0.2126, 0.9152, 1.4627]], "homo_lumo_gap_ev": 10.21, "lumo_energy_ha": 0.014}


[5]
{"formula": "C4H6BrI", "method": "wB97M-V/def2-TZVPD", "species": ["H", "C", "H", "H", "H", "C", "C", "H", "Br", "C", "H", "I"], "coordinates": [[-0.4366, 1.4095, -1.4460], [0.2008, 0.6983, 1.2039], [0.2805, 1.8121, 1.1844], [-1.2198, -0.9238, 0.7445], [-1.6623, 0.2144, -2.1084], [-1.0342, 0.1339, 0.9048], [1.3309, -0.0237, 1.2913], [2.3304, 0.4862, 1.6265], [-2.5667, 1.2280, 0.9753], [-0.6483, 0.3777, -1.6343], [1.2923, -1.1085, 1.3614], [1.1114, -0.6226, -2.0912]], "forces_ev_per_angstrom": [[0.0609, 0.4248, 0.0808], [0.5233, 1.3391, -0.3564], [-0.2270, -0.9918, 0.3118], [0.0515, 0.2291, 0.3436], [1.5583, -0.3925, 0.4712], [-0.6074, 0.0620, -1.5809], [2.3528, 0.4793, 1.6716], [-2.0210, -1.0708, -1.0301], [-0.0669, -0.1604, 0.1021], [-0.9978, -0.1674, 0.2414], [0.1141, 0.1693, -0.2057], [-0.7408, 0.0792, -0.0494]], "e_above_lowest_kj_mol": 259.6, "homo_lumo_gap_ev": [7.79, 7.60], "lumo_energy_ha": [-0.016, -0.010]}


[6]
{"formula": "C4H6BrN3P", "method": "wB97M-V/def2-TZVPD", "species": ["H", "Br", "H", "N", "H", "C", "C", "N", "P", "H", "N", "C", "H", "H", "C"], "coordinates": [[-1.6952, -2.3682, 0.2307], [-4.2960, -0.3326, -0.0383], [0.8360, -2.0000, 1.3049], [-0.1861, -0.6357, -0.0804], [-2.3311, 3.1187, 0.4559], [-0.2651, 0.6419, -0.0149], [-2.4681, -0.2452, -0.0492], [0.7365, 1.4354, 0.0461], [1.4049, -1.4815, 0.0390], [0.8480, -2.4435, -0.7440], [-2.3633, 2.1562, 0.1456], [-1.5426, -1.2714, -0.0072], [1.7053, 1.1185, -0.1629], [0.5991, 2.4514, 0.0946], [-1.7717, 1.0924, 0.0562]], "forces_ev_per_angstrom": [[0.5099, 1.6094, -0.7177], [-0.2652, -0.1826, 0.0486], [1.1629, -0.1111, -0.9459], [-0.3917, -1.9038, -0.1033], [0.9833, -0.2518, -0.4798], [-2.2110, 0.9567, 0.5914], [2.0105, -1.8062, 0.1881], [2.5406, 2.1660, -0.4486], [-1.6055, 0.2399, 1.8273], [0.0473, -1.2745, -0.6176], [-1.1843, 0.6443, 0.7397], [-1.2360, 1.8503, 0.3365], [-1.0678, 0.3301, 0.3878], [-0.0202, -0.7278, -0.0600], [0.7272, -1.5389, -0.7466]], "e_above_lowest_kj_mol": 75.8, "homo_lumo_gap_ev": 7.96, "lumo_energy_ha": -0.181, "smiles": "[H]/N=C1\\C(=[NH2+])N(P)C=C1Br", "charge": 1}


[7]
{"formula": "C4H6BrNO", "method": "wB97M-V/def2-TZVPD", "species": ["C", "H", "Br", "C", "H", "H", "H", "O", "C", "C", "H", "H", "N"], "coordinates": [[-0.1273, 0.4661, -0.1115], [2.0145, 1.3729, -2.2064], [0.3582, -3.5795, -2.5226], [-1.2781, 0.4999, 0.7732], [0.6284, 0.1412, 1.9270], [-1.5216, 1.4094, 1.3000], [-2.1427, -0.0765, 0.4804], [1.4635, -0.5296, -2.6545], [1.3600, 0.5016, -2.0227], [-0.0049, -0.2590, 1.1504], [0.8592, -2.2700, -2.6954], [-0.0166, -1.3408, 1.1147], [0.3529, 0.8026, -1.2026]], "forces_ev_per_angstrom": [[0.3218, -0.2577, 0.2023], [0.1021, -0.2432, 0.0550], [-0.2507, -0.6598, 0.0827], [-0.3671, 0.2741, -0.1096], [0.0400, 0.1708, 0.0678], [0.0889, 0.1325, 0.0982], [-0.0761, -0.1120, -0.0670], [0.2091, -0.0181, -0.0459], [0.7270, 0.2025, -0.4667], [0.3625, -0.4212, 0.0608], [0.1619, 0.6015, 0.0018], [-0.0586, -0.0376, -0.0455], [-1.2608, 0.3681, 0.1662]], "e_above_lowest_kj_mol": 151.7, "homo_lumo_gap_ev": 10.30, "lumo_energy_ha": 0.018, "smiles": "O=CN=C1CC1.Br"}


[8]
{"formula": "C4H6BrNO2S", "method": "wB97M-V/def2-TZVPD", "species": ["H", "N", "O", "C", "C", "O", "S", "H", "H", "C", "Br", "H", "C", "H", "H"], "coordinates": [[1.8212, 1.2451, 2.3488], [0.3145, 1.4131, 0.2524], [0.8161, -1.9092, -0.7953], [1.5322, 0.2071, 1.8605], [-1.5278, -0.6316, -0.7165], [-0.3681, 1.6043, -0.9156], [-0.1770, -1.4177, 0.1793], [2.2941, -0.1238, 1.2470], [1.3723, -0.5322, 2.6429], [0.5197, 0.3262, 0.8255], [-2.9022, -0.0191, 0.4523], [-1.8960, -1.1522, -1.5725], [-0.6982, 0.4684, -1.5665], [-1.3160, 0.7450, -2.3943], [0.2150, -0.2235, -1.8480]], "forces_ev_per_angstrom": [[-0.6663, -2.1335, -1.1799], [0.5324, 1.8971, 0.3935], [0.0338, -0.2044, -0.3485], [-0.1484, 2.3466, 2.5349], [1.7030, 2.3764, -1.3811], [0.2306, 0.6238, 0.9400], [0.3257, 0.5724, 1.7765], [2.5364, -0.7477, -0.6543], [-0.3345, 0.0290, -0.1063], [-2.1732, -1.8894, -1.5255], [0.1007, -0.0315, -0.0760], [-0.5512, -1.3701, 0.1782], [-0.1579, -3.4150, 0.1542], [-0.0578, 0.2438, -0.6573], [-1.3730, 1.7024, -0.0483]], "e_above_lowest_kj_mol": 199.8, "homo_lumo_gap_ev": 9.63, "lumo_energy_ha": 0.019}